(1)
C7H15I | ωB97M-V/def2-TZVPD

Last column: Löwdin charge in e.
Geometry (Å):
C  -1.386  1.329  0.067  -0.09
C  0.639  2.606  -0.004  -0.13
C  0.848  -2.408  -0.874  -0.12
C  0.146  -1.513  1.396  -0.13
C  0.101  1.291  0.366  -0.56
C  0.113  -1.305  -0.096  -0.45
C  0.751  0.162  -0.501  -0.63
I  2.846  0.086  -0.084  0.93
H  -1.532  1.614  -1.065  0.14
H  -1.961  0.490  0.277  0.04
H  -1.884  2.023  0.669  0.06
H  0.795  2.433  -1.046  0.07
H  1.595  2.634  0.504  0.04
H  -0.122  3.344  0.290  0.10
H  1.716  -2.620  -0.375  0.01
H  0.144  -3.195  -1.123  0.08
H  1.102  -1.884  -1.826  0.08
H  1.031  -1.297  1.958  0.05
H  -0.412  -0.834  1.974  0.04
H  -0.196  -2.520  1.800  0.11
H  0.262  1.020  1.465  0.14
H  -0.971  -1.294  -0.453  0.14
H  0.645  0.465  -1.603  0.11

Cartesian forces, eV/Å:
C 0.56 0.62 -2.89
C 0.37 -0.11 0.95
C -2.50 2.48 -2.03
C -0.59 -1.60 1.42
C -0.80 -2.71 1.07
C -0.18 1.43 -1.23
C -1.66 -0.80 0.78
I 0.43 0.12 -0.13
H 0.09 -0.47 2.08
H -0.60 -2.16 0.03
H -0.48 1.80 0.77
H 0.15 1.29 -1.04
H 0.25 1.09 -0.11
H 0.88 0.32 -0.39
H 2.06 -1.28 1.02
H 0.41 -0.54 0.31
H 0.11 -0.87 0.32
H 1.63 -0.36 -0.59
H -1.82 1.02 0.14
H 0.39 0.92 -1.07
H -0.15 0.52 -1.37
H 1.36 0.16 0.46
H 0.09 -0.88 1.48

Computed properties:
SMILES string: CC(C)C(I)C(C)C
relative energy (zero: lowest compared OMol25 entry of this formula, charge and spin): 0.0 kcal per mole
gap between HOMO and LUMO: 0.36317 Eh
highest occupied orbital energy: -0.3392 Eh

***

(2)
C23H43N7SYb | ωB97M-V/def2-TZVPD

Last column: Löwdin charge in e.
Geometry (Å):
Yb  0.255  -0.474  -0.292  1.84
C  1.263  -1.492  3.182  -0.14
C  0.761  -0.019  3.178  -0.17
N  -0.266  0.267  2.108  -0.15
C  -1.659  0.012  2.467  -0.19
C  -2.226  -1.328  1.961  -0.19
N  -2.113  -1.493  0.511  -0.12
C  -2.140  -2.922  0.121  -0.23
C  -2.161  -3.280  -1.332  -0.18
C  -1.090  -2.839  -2.318  -0.18
N  0.263  -2.478  -1.737  -0.15
C  0.992  -3.611  -1.141  -0.18
C  1.581  -3.426  0.287  -0.20
N  1.779  -2.044  0.738  -0.18
C  2.290  -1.940  2.123  -0.18
H  0.361  -2.178  3.221  0.13
H  1.838  -1.607  4.134  0.14
H  1.618  0.680  3.136  0.11
H  0.318  0.207  4.184  0.14
H  -0.228  1.282  1.969  0.10
H  -2.275  0.818  1.971  0.12
H  -1.862  0.128  3.562  0.15
H  -3.308  -1.414  2.256  0.16
H  -1.737  -2.156  2.440  0.10
H  -2.897  -1.051  0.024  0.11
H  -3.062  -3.430  0.589  0.17
H  -1.320  -3.380  0.701  0.11
H  -3.140  -2.926  -1.790  0.15
H  -2.280  -4.393  -1.422  0.14
H  -1.524  -1.967  -2.875  0.12
H  -1.048  -3.669  -2.977  0.12
H  0.813  -2.144  -2.545  0.12
H  1.892  -3.841  -1.752  0.14
H  0.433  -4.560  -1.148  0.14
H  2.546  -4.016  0.296  0.15
H  0.925  -4.031  0.973  0.14
H  2.441  -1.528  0.127  0.08
H  3.192  -1.368  2.117  0.12
H  2.570  -2.949  2.446  0.13
C  -0.750  1.108  -3.498  -0.02
C  -1.381  1.503  -2.149  -0.34
C  -2.678  1.052  -1.825  -0.03
C  -3.451  1.620  -0.789  -0.26
C  -4.883  1.261  -0.622  -0.02
C  -2.823  2.608  -0.016  0.00
C  -1.524  3.005  -0.282  -0.28
C  -0.912  4.218  0.406  -0.03
C  -0.797  2.466  -1.338  -0.08
H  -0.572  2.054  -4.055  0.12
H  -1.470  0.478  -3.990  0.07
H  0.231  0.603  -3.289  0.06
H  -3.136  0.267  -2.471  0.13
H  -5.543  1.912  -1.209  0.12
H  -5.167  1.306  0.406  0.08
H  -5.017  0.247  -1.015  0.09
H  -3.283  2.922  0.910  0.13
H  -0.756  5.016  -0.381  0.12
H  0.034  4.093  0.933  0.06
H  -1.597  4.688  1.160  0.10
H  0.294  2.652  -1.387  0.12
C  3.922  4.207  0.947  -0.08
C  3.380  2.819  1.332  -0.24
C  3.244  1.911  0.188  -0.54
N  2.276  1.052  0.053  -0.06
N  2.359  0.381  -1.220  -0.14
C  3.403  0.721  -1.940  -0.68
N  3.648  0.154  -3.106  0.14
S  4.492  1.802  -1.088  1.21
H  3.924  4.860  1.813  0.09
H  3.343  4.644  0.112  0.10
H  4.957  4.141  0.623  0.07
H  2.408  2.921  1.853  0.11
H  3.993  2.357  2.155  0.15
H  3.478  -0.841  -3.156  0.12
H  4.557  0.352  -3.551  0.15

Cartesian forces, eV/Å:
Yb -0.70 0.61 0.91
C -0.17 0.41 0.57
C 0.01 -0.58 0.75
N 1.27 0.62 -0.74
C -2.08 0.37 -0.02
C -1.17 0.55 0.72
N 1.16 0.37 -1.60
C -1.00 -1.20 2.14
C -1.72 -0.67 -0.81
C -0.58 1.47 0.53
N -0.65 0.88 -0.40
C 1.86 -0.90 -0.14
C -0.03 -2.03 0.10
N -0.56 1.11 -1.04
C -1.19 -0.92 0.74
H 1.17 0.55 -0.04
H -0.72 -0.07 -0.48
H -0.43 -0.28 -0.56
H 0.10 -0.33 -0.85
H 0.12 -0.23 0.03
H 0.63 -0.71 0.47
H 0.34 -0.24 -0.78
H 0.93 0.20 -0.08
H 0.36 -0.42 0.16
H 0.21 0.25 0.30
H 1.10 0.79 -0.64
H 0.04 -0.05 -0.53
H 1.00 -0.30 0.62
H 0.23 0.91 0.49
H 0.99 -0.50 0.34
H 0.74 -0.48 -1.09
H -0.34 -0.34 0.42
H -0.74 0.28 -0.10
H -0.17 0.58 -0.07
H -0.82 0.78 0.08
H 0.52 1.24 -0.11
H 0.13 -1.05 0.32
H 0.46 0.66 0.16
H 0.20 0.09 -0.19
C 0.53 0.58 1.59
C -0.44 -0.74 -0.57
C -0.45 -0.24 -0.43
C 1.18 0.35 -0.71
C 0.18 -0.63 -0.71
C 0.07 -1.01 0.13
C 0.77 1.26 0.59
C -0.90 1.39 0.17
C 0.99 -1.03 0.82
H -0.02 -0.89 0.13
H 0.19 -0.31 -0.58
H -0.60 0.28 -0.71
H 0.24 0.77 0.41
H 0.22 -0.01 0.18
H -0.42 0.02 0.70
H -0.32 0.07 0.17
H -0.38 0.61 -0.18
H -0.07 -0.85 0.85
H 0.16 -0.39 -0.23
H 0.43 -0.57 -0.71
H -0.76 0.57 -0.54
C -0.08 -0.25 -0.35
C 0.08 0.51 1.79
C 0.32 -1.09 -0.21
N 0.32 -0.08 -2.05
N -1.02 0.03 1.28
C 0.15 0.11 2.05
N 1.72 -0.60 -1.55
S -1.58 0.27 0.19
H -0.19 0.12 -0.02
H 0.16 -0.07 0.54
H 0.18 -0.05 -0.09
H 0.14 -0.06 -0.61
H -0.07 0.28 -0.99
H -0.42 0.07 -0.18
H -0.78 0.16 0.22

Computed properties:
charge: +3
relative energy (zero: lowest compared OMol25 entry of this formula, charge and spin): 6.3 kcal per mole
spin multiplicity: 2
gap between HOMO and LUMO (alpha / beta): 0.31789 / 0.24607 Eh
highest occupied orbital energy (alpha / beta): -0.6305 / -0.6305 Eh

***

(3)
C32H19ClN7S5SeTm | ωB97M-V/def2-TZVPD

Last column: Löwdin charge in e.
Geometry (Å):
Tm  0.037  0.208  -0.208  1.09
S  -6.441  2.484  -3.634  0.50
C  -5.080  2.003  -2.859  -1.53
S  -3.891  3.095  -2.229  0.88
C  -2.794  1.901  -1.556  -1.16
C  -3.156  0.610  -1.720  -1.19
S  -2.297  -0.797  -1.183  0.43
S  -4.666  0.344  -2.576  0.87
S  -1.362  2.491  -0.778  0.51
Se  0.351  -7.576  2.357  1.15
N  0.840  -6.789  0.854  -0.23
C  0.549  -5.517  0.972  -0.34
C  0.796  -4.533  -0.059  -0.08
C  1.319  -4.881  -1.306  0.03
C  1.514  -3.897  -2.245  -0.01
C  1.201  -2.586  -1.906  -0.10
N  0.711  -2.233  -0.728  0.03
C  0.486  -3.188  0.194  -0.13
C  -0.134  -2.789  1.456  -0.13
N  -0.456  -1.491  1.624  0.02
C  -1.109  -1.133  2.720  -0.11
C  -1.453  -2.020  3.734  -0.01
C  -1.092  -3.340  3.600  0.03
C  -0.425  -3.745  2.443  -0.08
C  -0.053  -5.124  2.217  -0.34
N  -0.241  -6.083  3.090  -0.23
H  1.550  -5.919  -1.503  0.12
H  1.901  -4.126  -3.227  0.12
H  1.356  -1.783  -2.616  0.12
H  -1.374  -0.086  2.796  0.11
H  -1.995  -1.668  4.600  0.12
H  -1.319  -4.079  4.357  0.12
Cl  1.778  6.752  -1.592  0.64
C  1.958  5.032  -1.418  -0.68
C  1.663  4.190  -2.480  -0.11
C  1.781  2.822  -2.319  -0.08
C  2.204  2.251  -1.109  -0.39
C  2.287  0.777  -0.941  -0.27
C  2.532  3.136  -0.075  -0.07
C  2.400  4.509  -0.217  -0.13
H  1.335  4.604  -3.423  0.11
H  1.514  2.167  -3.140  0.12
H  3.031  0.531  -0.174  0.03
H  2.615  0.318  -1.879  0.03
H  2.902  2.736  0.863  0.10
H  2.655  5.176  0.599  0.10
N  1.061  10.036  4.339  0.17
C  1.036  8.911  4.106  -0.18
C  1.002  7.509  3.817  -0.22
C  1.494  6.591  4.741  -0.01
C  1.471  5.240  4.455  0.00
C  0.962  4.795  3.240  -0.17
C  0.467  5.707  2.314  0.00
C  0.482  7.058  2.605  0.00
N  0.965  3.411  2.932  0.01
C  1.818  2.447  3.431  -0.04
C  1.501  1.296  2.787  -0.13
N  0.453  1.527  1.918  -0.04
C  0.156  2.802  2.040  -0.17
H  1.886  6.940  5.686  0.12
H  1.839  4.536  5.189  0.11
H  0.100  5.377  1.351  0.12
H  0.102  7.769  1.885  0.13
H  2.597  2.654  4.143  0.12
H  1.960  0.325  2.877  0.11
H  -0.629  3.297  1.492  0.06

Cartesian forces, eV/Å:
Tm -0.60 0.28 0.40
S -0.14 0.05 -0.09
C 0.21 -0.09 0.14
S -0.05 -0.20 -0.01
C -0.37 -0.22 -0.16
C -0.19 0.40 -0.11
S 0.67 -0.22 0.13
S 0.07 0.21 0.04
S 0.47 -0.37 0.14
Se 0.01 -0.35 0.12
N 0.08 0.21 -0.26
C -0.05 -0.29 0.25
C 0.01 0.43 -0.21
C -0.02 0.05 0.07
C 0.00 -0.10 0.03
C 0.07 0.20 -0.12
N -0.21 0.26 0.34
C 0.24 -0.32 -0.47
C -0.26 0.00 0.53
N 0.24 -0.01 -0.28
C -0.04 0.19 0.03
C -0.01 -0.09 0.02
C 0.05 0.00 -0.07
C -0.07 0.48 -0.10
C 0.08 -0.39 -0.03
N -0.10 0.32 0.08
H 0.00 0.00 -0.02
H 0.01 0.03 0.00
H -0.01 0.00 0.01
H 0.02 0.00 -0.01
H 0.01 0.02 -0.01
H -0.02 0.01 0.01
Cl -0.02 0.11 0.00
C 0.01 -0.14 0.01
C -0.02 0.02 -0.05
C 0.01 -0.01 0.16
C 0.26 0.04 -0.11
C -0.25 -0.01 -0.03
C -0.11 -0.11 -0.03
C 0.03 0.07 0.03
H -0.04 0.01 0.03
H 0.02 0.04 -0.04
H -0.04 -0.10 0.01
H -0.02 -0.08 0.03
H 0.03 0.00 -0.01
H 0.04 -0.01 -0.04
N 0.01 -0.06 0.00
C -0.02 0.26 0.07
C -0.01 -0.31 -0.09
C -0.01 0.11 -0.03
C -0.02 -0.14 0.02
C -0.01 0.36 0.06
C -0.01 -0.12 -0.08
C 0.00 0.09 0.08
N -0.09 -0.18 0.09
C 0.19 -0.16 -0.09
C -0.07 0.03 0.03
N 0.06 -0.35 -0.31
C 0.00 0.07 -0.12
H 0.01 -0.01 0.00
H -0.02 -0.02 -0.01
H 0.01 -0.01 0.01
H 0.02 -0.02 -0.02
H -0.04 0.09 0.00
H 0.00 0.02 0.03
H 0.00 0.01 0.02

Computed properties:
relative energy (zero: lowest compared OMol25 entry of this formula, charge and spin): 0.0 kcal per mole
spin multiplicity: 3
gap between HOMO and LUMO: 0.17221 Eh
highest occupied orbital energy: -0.2352 Eh

***

(4)
C4H9N | ωB97M-V/def2-TZVPD

Last column: Löwdin charge in e.
Geometry (Å):
C  -1.937  -0.300  0.063  -0.07
C  -0.566  0.019  -0.480  -0.37
C  0.635  0.081  0.378  -0.35
C  2.032  -0.275  -0.104  -0.07
H  -2.714  0.267  -0.460  0.07
H  -1.983  -0.062  1.142  0.08
H  -2.178  -1.375  -0.065  0.08
H  -0.422  -0.289  -1.522  0.13
H  -0.495  1.810  0.506  0.08
H  0.443  -0.108  1.441  0.14
H  2.261  -1.346  0.056  0.08
H  2.780  0.334  0.408  0.07
H  2.094  -0.066  -1.182  0.08
N  0.048  1.311  -0.182  0.04

Cartesian forces, eV/Å:
C 0.02 -0.44 0.34
C -0.19 -0.19 -0.58
C 0.16 -0.10 0.42
C -0.43 -0.24 -0.29
H 0.13 0.01 0.08
H -0.07 -0.09 -0.41
H 0.17 0.53 0.12
H 0.03 0.11 0.29
H -0.14 0.07 0.24
H 0.10 0.09 -0.31
H -0.13 0.51 -0.01
H -0.02 -0.07 -0.02
H 0.06 -0.05 0.33
N 0.31 -0.13 -0.20

Computed properties:
SMILES string: C[C@H]1N[C@@H]1C
relative energy (zero: lowest compared OMol25 entry of this formula, charge and spin): 15.7 kcal per mole
gap between HOMO and LUMO: 0.38795 Eh
highest occupied orbital energy: -0.3433 Eh

***

(5)
C5H8O | ωB97M-V/def2-TZVPD

Last column: Löwdin charge in e.
Geometry (Å):
C  -0.592  -0.576  1.481  -0.04
C  0.549  -0.567  0.467  -0.23
C  0.103  -0.603  -1.011  -0.12
C  -0.033  0.900  -1.295  -0.19
O  -0.619  1.425  -0.109  -0.08
C  -0.041  0.708  0.937  -0.30
H  -1.264  -1.265  1.015  0.10
H  -0.401  -0.710  2.546  0.10
H  1.516  -0.953  0.742  0.13
H  -0.871  -1.086  -1.180  0.12
H  0.837  -1.092  -1.659  0.11
H  -0.678  1.177  -2.132  0.12
H  0.963  1.346  -1.450  0.12
H  0.531  1.296  1.648  0.15

Cartesian forces, eV/Å:
C 0.62 -0.45 -0.14
C 0.44 -0.06 -0.12
C 0.07 0.00 -0.01
C 0.05 -0.10 -0.30
O -0.06 0.03 0.03
C 0.17 0.00 0.29
H -1.51 0.57 0.25
H 0.12 -0.29 -0.40
H 0.30 0.28 -0.10
H 0.25 0.01 0.24
H -0.06 0.08 0.14
H 0.06 -0.16 0.06
H -0.16 -0.04 0.00
H -0.30 0.14 0.06

Computed properties:
SMILES string: C1C[C@@H]2C[C@@H]2O1
relative energy (zero: lowest compared OMol25 entry of this formula, charge and spin): 45.5 kcal per mole
gap between HOMO and LUMO: 0.39242 Eh
highest occupied orbital energy: -0.3488 Eh